# 1
This record from OMol25 describes a structure of composition C40H49Br2N8O8RbSSi. The level of theory is ωB97M-V with the def2-TZVPD basis set.

Last column: Mulliken charge in e.
Element x y z (Å)
Rb  0.81  1.57  0.60  0.830
O  -3.52  6.10  2.75  -0.593
C  -2.84  4.99  2.29  0.969
C  -2.07  4.21  3.13  -0.449
C  -1.43  3.10  2.60  -0.152
N  -1.56  2.76  1.32  0.541
C  -2.27  3.54  0.50  0.051
C  -2.94  4.67  0.95  -0.661
C  -2.27  3.18  -1.00  0.201
O  -2.31  4.17  -1.78  -0.848
O  -2.16  1.97  -1.29  -0.382
C  -0.53  2.25  3.55  -0.139
O  -0.37  2.73  4.68  -0.867
O  -0.06  1.19  3.07  -0.539
H  -3.31  6.19  3.69  0.282
H  -1.91  4.43  4.18  0.420
H  -3.48  5.29  0.25  0.481
N  1.29  -4.82  3.70  -0.633
C  1.85  -3.76  2.96  0.991
C  2.97  -3.98  2.15  -0.858
C  3.49  -2.95  1.38  -1.029
C  2.90  -1.70  1.40  0.415
C  1.79  -1.47  2.20  -0.026
C  1.28  -2.49  2.97  -1.150
S  3.52  -0.45  0.29  1.209
O  4.85  -0.86  -0.14  -1.021
O  2.51  -0.37  -0.77  -0.067
N  3.49  0.95  1.00  -0.209
C  3.89  1.16  2.26  0.154
N  4.45  0.20  3.02  -0.421
C  4.65  0.49  4.30  -0.161
C  4.33  1.71  4.86  -0.872
C  3.84  2.66  3.98  -0.038
N  3.64  2.44  2.69  -0.247
H  1.98  -5.48  4.02  0.217
H  0.75  -4.48  4.49  0.261
H  3.42  -4.97  2.12  0.311
H  4.36  -3.11  0.76  0.479
H  1.26  -0.52  2.28  0.285
H  0.41  -2.29  3.60  0.353
H  5.08  -0.31  4.90  0.384
H  4.47  1.91  5.91  0.376
H  3.61  3.66  4.33  0.383
N  5.20  0.12  -3.02  -0.247
C  4.45  0.55  -4.06  -0.114
O  4.83  0.48  -5.22  -0.730
C  3.12  1.13  -3.69  0.853
C  1.98  0.71  -4.36  -0.627
C  0.76  1.22  -3.97  -0.600
C  0.72  2.16  -2.94  -0.076
N  1.82  2.60  -2.32  0.158
C  2.99  2.07  -2.68  -0.514
H  6.09  -0.27  -3.24  0.195
H  4.85  0.01  -2.07  0.226
H  2.06  -0.02  -5.16  0.434
H  -0.18  0.90  -4.41  0.523
H  -0.23  2.56  -2.60  0.108
H  3.86  2.41  -2.13  0.453
C  -3.72  -2.87  -3.32  -1.883
C  -2.44  -2.25  -2.73  2.968
C  -1.23  -2.95  -3.35  -2.182
C  -2.37  -0.78  -3.19  -1.807
Si  -2.36  -2.38  -0.81  -1.235
Br  -0.76  -0.99  -0.20  -0.170
C  -1.76  -4.11  -0.18  2.832
C  -2.54  -5.26  -0.83  -1.852
C  -1.94  -4.21  1.34  -1.807
C  -0.26  -4.34  -0.44  -1.658
C  -3.96  -1.74  0.05  2.865
C  -4.49  -0.50  -0.68  -2.117
C  -5.07  -2.80  0.07  -1.796
C  -3.68  -1.29  1.50  -1.806
H  -3.67  -2.80  -4.41  0.504
H  -4.62  -2.35  -2.99  0.315
H  -3.83  -3.93  -3.07  0.267
H  -1.22  -2.76  -4.43  0.618
H  -1.25  -4.04  -3.22  0.359
H  -0.29  -2.57  -2.95  0.266
H  -2.25  -0.76  -4.28  0.692
H  -1.53  -0.24  -2.74  -0.104
H  -3.26  -0.21  -2.95  0.229
H  -3.62  -5.16  -0.71  0.272
H  -2.25  -6.21  -0.35  0.524
H  -2.33  -5.36  -1.89  0.284
H  -2.98  -4.21  1.64  0.286
H  -1.43  -3.39  1.86  0.123
H  -1.48  -5.14  1.70  0.617
H  0.00  -4.34  -1.50  0.223
H  0.02  -5.31  -0.02  0.551
H  0.35  -3.58  0.06  0.044
H  -4.90  -0.74  -1.66  0.252
H  -3.73  0.28  -0.79  0.296
H  -5.31  -0.08  -0.09  0.626
H  -5.34  -3.16  -0.93  0.258
H  -5.98  -2.35  0.50  0.521
H  -4.82  -3.67  0.69  0.301
H  -2.97  -0.47  1.53  0.250
H  -3.31  -2.09  2.14  0.257
H  -4.62  -0.93  1.94  0.560
Br  3.82  7.39  -2.48  -0.224
C  2.72  6.28  -1.39  0.315
C  1.38  6.16  -1.68  -0.886
C  0.62  5.33  -0.86  -0.093
N  1.13  4.66  0.17  -0.051
C  2.43  4.79  0.42  -0.027
C  3.28  5.59  -0.33  -0.828
H  0.92  6.67  -2.51  0.469
H  -0.44  5.18  -1.07  0.320
H  2.83  4.20  1.24  0.518
H  4.33  5.65  -0.10  0.472

Summary:
* electronic energy: -230037.775 eV
* E_HOMO: -0.12934 hartree
* HOMO-LUMO gap: 0.26432 Eh
* charge: -2

# 2
This record from OMol25 describes a structure of composition C40H49CoN3O4PS2Si. The level of theory is ωB97M-V with the def2-TZVPD basis set.

Last column: Mulliken charge in e.
Element x y z (Å)
Co  0.50  1.88  0.85  -0.983
N  4.30  3.29  1.14  0.002
C  4.76  2.10  0.58  0.397
C  6.04  1.62  0.34  -1.202
C  6.13  0.36  -0.21  -0.722
C  4.98  -0.39  -0.52  -0.440
C  3.71  0.09  -0.28  0.508
C  3.62  1.36  0.28  -0.087
N  2.50  2.11  0.65  0.177
C  2.96  3.24  1.16  0.387
C  2.02  4.22  1.69  -0.078
C  2.18  5.52  2.04  -0.282
S  0.67  6.17  2.52  -0.064
C  -0.08  4.69  2.21  -0.275
N  0.73  3.75  1.79  0.278
H  4.87  4.03  1.51  0.233
H  6.93  2.20  0.58  0.442
H  7.10  -0.06  -0.42  0.427
H  5.11  -1.38  -0.94  0.440
H  2.83  -0.50  -0.51  0.160
H  3.08  6.12  2.04  0.419
H  -1.14  4.54  2.35  0.370
O  -1.09  2.38  -0.08  0.663
P  -1.98  2.51  -1.31  1.435
C  -1.70  4.11  -2.06  0.279
C  -0.52  4.80  -1.78  -0.091
C  -0.28  6.03  -2.38  -0.832
C  -1.22  6.58  -3.24  -0.513
C  -2.40  5.90  -3.51  -0.788
C  -2.64  4.67  -2.92  -0.352
C  -3.69  2.36  -0.80  0.464
C  -4.69  2.05  -1.72  -0.178
C  -6.01  1.98  -1.31  -0.944
C  -6.34  2.22  0.02  -0.539
C  -5.34  2.52  0.94  -0.758
C  -4.02  2.60  0.53  -0.490
C  -1.67  1.25  -2.54  0.311
C  -0.85  1.52  -3.63  -0.502
C  -0.61  0.52  -4.57  -0.864
C  -1.20  -0.72  -4.43  -0.538
C  -2.03  -0.99  -3.34  -0.775
C  -2.25  -0.01  -2.39  -0.372
H  0.22  4.37  -1.12  0.133
H  0.64  6.56  -2.17  0.454
H  -1.03  7.54  -3.70  0.411
H  -3.13  6.33  -4.18  0.446
H  -3.57  4.15  -3.14  0.365
H  -4.45  1.84  -2.75  0.460
H  -6.79  1.74  -2.02  0.443
H  -7.37  2.17  0.34  0.428
H  -5.60  2.70  1.98  0.459
H  -3.24  2.82  1.25  0.234
H  -0.41  2.50  -3.77  0.453
H  0.02  0.73  -5.43  0.466
H  -1.03  -1.49  -5.17  0.457
H  -2.50  -1.96  -3.24  0.447
H  -2.91  -0.22  -1.55  0.479
C  0.56  -2.91  -2.08  -1.537
C  1.50  -3.64  -1.14  1.718
C  2.93  -3.62  -1.64  -1.676
C  1.04  -5.06  -0.87  -1.733
O  1.53  -2.91  0.13  0.863
Si  0.41  -2.57  1.22  -1.578
S  0.35  -0.30  1.12  0.834
O  0.79  -2.88  2.73  0.165
C  2.05  -3.19  3.41  1.670
C  3.03  -2.07  3.13  -1.342
C  2.56  -4.53  2.89  -1.396
C  1.69  -3.27  4.88  -1.743
O  -1.10  -2.90  0.78  0.504
C  -2.33  -3.15  1.54  1.541
C  -2.18  -4.47  2.28  -1.631
C  -3.42  -3.22  0.50  -1.386
C  -2.55  -1.99  2.50  -1.253
H  0.55  -3.40  -3.06  0.623
H  0.89  -1.88  -2.22  0.340
H  -0.45  -2.91  -1.68  0.069
H  3.01  -4.17  -2.58  0.471
H  3.60  -4.08  -0.91  0.401
H  3.26  -2.59  -1.82  0.227
H  1.06  -5.64  -1.80  0.532
H  0.01  -5.08  -0.50  0.208
H  1.69  -5.56  -0.15  0.374
H  3.26  -2.01  2.06  0.114
H  3.96  -2.24  3.67  0.536
H  2.61  -1.11  3.46  0.303
H  2.80  -4.47  1.83  0.082
H  1.82  -5.31  3.05  0.352
H  3.47  -4.81  3.43  0.520
H  1.29  -2.32  5.23  0.367
H  2.58  -3.51  5.47  0.429
H  0.95  -4.05  5.05  0.368
H  -1.99  -5.28  1.57  0.336
H  -3.09  -4.70  2.83  0.531
H  -1.35  -4.43  2.99  0.169
H  -3.21  -4.01  -0.22  0.342
H  -3.51  -2.27  -0.03  0.114
H  -4.38  -3.44  0.98  0.454
H  -1.74  -1.94  3.24  0.191
H  -3.48  -2.12  3.04  0.537
H  -2.60  -1.05  1.95  0.135

Summary:
* multiplicity: 5
* expectation value of S²: 6.01
* electronic energy: -131394.695 eV
* E_HOMO (spin up / spin down): -0.50620 / -0.50636 hartree
* HOMO-LUMO gap (spin up / spin down): 0.31707 / 0.23158 Eh
* charge: +2